[1]
DFT (the ωB97M-V functional and the def2-TZVPD basis) results for 3 unconnected molecules or ions with the total composition C26H58ClINO2P.

Summary:
- SMILES: CCOCCCCC[PH](I)(CC(=O)N(C)C)C[C@@H](C)Cl.CCCCCC.CCCCCC
- E: -2329.631412 Eh
- Kohn-Sham gap: 8.626 eV

CARTESIAN COORDINATES (ANGSTROEM)
C (1.038, 1.149, 3.221)
C (1.546, -3.248, -3.583)
H (-8.630, 2.469, -0.687)
C (0.106, -4.499, -6.065)
H (1.914, 1.350, 0.370)
C (-7.674, 0.695, -1.408)
C (6.350, -0.775, 1.698)
H (3.549, -3.933, -3.227)
H (-0.614, -0.192, -1.620)
H (-0.268, -3.970, -2.653)
C (4.155, 1.664, 0.643)
C (-0.210, -4.841, -4.618)
H (-0.528, -2.819, -3.945)
H (-6.969, 3.206, -2.364)
H (-8.400, 0.031, -0.925)
H (3.182, 2.876, 2.629)
H (3.036, -5.673, -1.566)
H (-1.524, -1.629, 1.565)
H (-7.980, 0.830, -2.450)
H (2.544, 4.324, 1.602)
C (-6.657, 3.026, -1.327)
H (6.371, 0.409, 1.782)
H (1.302, -5.379, -1.725)
H (-1.273, -5.100, -4.543)
H (4.090, 0.965, 1.608)
Cl (2.505, -0.628, 4.932)
H (0.034, 0.507, 3.264)
C (-0.057, -0.525, -0.633)
H (0.346, -5.736, -4.321)
H (4.898, 2.565, 0.789)
C (2.287, -4.910, -1.803)
H (2.509, 2.969, -0.488)
C (4.593, 0.685, -0.598)
H (-0.509, 0.881, 5.412)
H (1.109, -0.327, -0.786)
H (1.626, -2.427, -2.859)
H (-4.119, 3.237, 1.924)
C (4.732, -0.881, -0.134)
C (-1.883, -0.633, 1.027)
H (1.818, 0.575, 2.540)
C (-4.590, 2.290, 0.043)
H (5.483, -2.583, 2.935)
C (-0.862, 1.599, 0.463)
N (-0.619, 0.110, 0.620)
C (5.413, -1.410, 2.887)
P (0.664, 2.938, 2.673)
H (2.531, 1.878, 4.929)
H (1.848, -2.827, -4.549)
C (1.682, 1.065, 4.762)
H (0.592, 3.291, 4.097)
H (-0.143, -5.346, -6.715)
C (-7.625, 2.031, -0.683)
H (-5.129, 1.466, 0.522)
H (7.467, -1.115, 1.946)
H (-0.477, -3.635, -6.396)
H (2.515, -5.161, -3.929)
H (-3.997, 4.317, 0.526)
H (3.848, -1.113, 0.597)
I (0.153, 5.326, 2.112)
H (2.357, -4.121, -1.048)
C (-4.577, 3.500, 0.965)
H (-4.595, 3.385, -1.811)
C (-5.186, 2.593, -1.334)
H (3.740, 0.733, -1.422)
H (-5.069, 1.708, -1.970)
H (5.573, 1.109, -1.130)
C (2.610, 2.284, 0.484)
H (4.265, -1.131, 2.743)
C (2.354, 3.188, 1.827)
H (4.525, -1.536, -1.110)
O (6.064, -1.277, 0.345)
H (-0.142, -1.704, -0.481)
H (0.735, 0.471, 6.838)
C (-0.989, 2.490, 1.833)
H (-5.588, 3.864, 1.171)
H (1.166, -4.275, -6.206)
H (-1.553, 3.501, 1.570)
H (-3.559, 1.944, -0.093)
C (0.509, 1.192, 5.937)
H (-6.705, 0.191, -1.395)
H (-6.751, 3.991, -0.814)
H (-2.558, -0.907, 0.093)
H (-1.667, 1.953, 2.645)
H (-2.470, -0.022, 1.836)
C (0.078, -3.686, -3.654)
H (5.719, -0.934, 3.932)
H (-7.366, 1.869, 0.369)
C (2.535, -4.349, -3.195)
O (-0.964, 2.254, -0.712)
H (0.411, 2.310, 6.268)

Löwdin atomic charge list, values in e, 8 entries:
1 C -0.390
2 C -0.227
3 H 0.105
4 C -0.115
5 H 0.074
6 C -0.117
7 C -0.253
8 H 0.104

***

[2]
DFT (the ωB97M-V functional and the def2-TZVPD basis) results for C12H10BrN in the gas phase.

Summary:
- SMILES: BrN(c1ccccc1)c1ccccc1
- E: -3091.956146 Eh
- Kohn-Sham gap: 7.984 eV

CARTESIAN COORDINATES (ANGSTROEM)
C (2.218, -2.255, -0.974)
C (1.864, -0.914, -1.150)
H (-4.305, 1.700, -0.131)
C (-1.198, 0.462, -0.815)
C (1.229, -0.856, 1.217)
C (1.307, -0.312, -0.037)
H (1.566, -2.709, 2.309)
H (-3.124, 3.079, 1.128)
H (2.666, -2.911, -1.761)
H (1.908, -0.408, -2.026)
N (0.884, 1.150, -0.222)
C (1.700, -2.129, 1.359)
C (2.152, -2.875, 0.254)
Br (2.202, 2.463, 0.300)
H (-0.603, -0.303, -1.217)
C (-2.558, 2.327, 0.579)
H (0.770, -0.286, 1.932)
C (-3.253, 1.390, -0.181)
C (-0.443, 1.403, -0.108)
H (-0.693, 3.243, 1.053)
H (2.494, -3.946, 0.328)
H (-3.065, -0.140, -1.574)
C (-2.577, 0.449, -0.833)
C (-1.144, 2.379, 0.570)

Löwdin atomic charge list, values in e, 8 entries:
1 C -0.083
2 C -0.017
3 H 0.111
4 C -0.016
5 C -0.036
6 C -0.292
7 H 0.122
8 H 0.101

***

[3]
DFT (the ωB97M-V functional and the def2-TZVPD basis) results for a molecular structure, C27H75Cl9O32P8.

Summary:
- Net charge: -1
- E: -10354.496734 Eh
- Kohn-Sham gap (alpha / beta): 1.712 / 8.271 eV
- 2S+1: 2

CARTESIAN COORDINATES (ANGSTROEM)
P (-1.833, -7.768, 2.782)
Cl (-1.902, -1.887, 6.027)
O (1.920, 3.688, 3.177)
H (-0.946, 3.112, 3.232)
P (3.015, -0.954, -5.285)
C (6.791, 2.574, -0.734)
H (-0.311, 3.578, 0.010)
H (-3.729, -10.517, 2.451)
H (4.170, 1.873, -4.714)
H (4.581, -3.393, -5.992)
H (-0.098, -2.268, 3.382)
H (-2.076, -10.404, 1.663)
Cl (3.358, -5.768, 5.632)
O (-1.188, -7.366, 1.456)
H (0.447, -3.427, -1.892)
C (-3.049, -9.939, 1.825)
H (-0.296, 9.052, 1.669)
Cl (4.332, -3.847, 3.867)
H (0.640, 1.087, 3.288)
H (4.462, -3.747, 6.186)
O (-3.079, 5.909, 2.396)
H (-1.228, -8.264, 5.815)
C (-0.291, -2.903, -1.285)
H (-3.712, -4.181, -1.417)
O (-5.795, -2.433, -4.755)
H (2.914, 4.423, -0.238)
C (-0.850, 4.512, 0.168)
H (-3.039, -3.087, -5.623)
H (-4.897, 2.223, -0.833)
O (-0.719, 4.832, 1.510)
O (-3.046, 3.346, -4.244)
H (3.137, 0.664, -0.298)
H (1.125, 0.777, -4.421)
O (5.730, 2.561, -3.210)
C (5.151, -2.484, -5.797)
P (-5.056, -2.152, -3.561)
C (2.685, 3.800, -1.102)
H (0.954, -3.640, 3.108)
H (5.821, 1.439, -4.881)
Cl (-3.792, -3.760, 5.111)
O (4.869, 5.078, -3.114)
O (-0.965, -8.563, 3.838)
H (-0.425, -5.912, 3.746)
H (-4.959, 2.134, -2.585)
C (-1.199, 3.380, 4.258)
H (-3.134, -0.268, -1.723)
H (-1.118, -2.687, -1.961)
H (-1.150, -10.019, 5.389)
H (-2.733, 4.292, -6.113)
H (2.865, 5.766, 6.730)
H (-1.866, -3.247, -4.225)
O (-0.280, -0.252, 1.242)
H (3.799, -2.659, -0.004)
O (-0.741, 6.459, 3.505)
H (-7.157, -0.153, -1.684)
H (3.390, 5.771, 5.123)
H (-2.212, 6.972, 4.815)
C (2.025, 0.108, -7.551)
H (1.526, -1.923, 2.965)
C (0.723, -2.632, 2.764)
H (1.910, 3.123, -0.742)
H (-1.669, -4.765, 3.566)
H (-5.057, -3.648, -0.430)
O (6.122, 3.810, -1.056)
H (-2.111, 5.227, -4.670)
H (6.746, 2.419, 0.344)
H (-4.178, -1.481, 5.454)
O (-3.441, -2.163, -3.790)
P (-1.627, 6.157, 2.122)
C (0.999, 0.844, 4.288)
C (2.392, 0.637, 0.498)
H (2.803, 1.005, 1.438)
H (-1.441, 2.488, 4.836)
H (1.637, 6.231, 5.563)
O (1.475, 1.863, 5.105)
O (2.802, 0.261, -6.356)
O (-5.249, -3.410, -2.543)
C (-4.715, 2.787, -1.747)
H (5.287, 3.205, -5.074)
H (2.185, 4.357, -1.894)
O (2.322, 4.187, 5.697)
H (-1.991, 4.128, 4.250)
O (2.190, -0.792, 0.684)
P (5.092, 3.805, -2.374)
H (0.053, 0.517, 4.720)
Cl (3.902, -3.263, -2.252)
C (3.689, -4.044, 5.477)
C (-2.905, -3.244, -4.553)
H (1.488, 1.208, 0.289)
C (-1.233, 7.340, 4.511)
C (-2.310, 4.249, -5.109)
H (-1.373, 8.363, 4.161)
H (-1.897, 9.127, 2.181)
O (4.626, -1.273, -5.331)
H (-3.357, -4.209, -4.326)
O (-0.845, 3.167, -2.687)
H (-1.468, -0.272, -2.315)
H (-1.813, 0.836, -1.046)
H (-1.673, 9.255, 0.455)
C (-1.517, -9.034, 5.100)
H (1.493, -0.841, -7.615)
H (7.832, 2.692, -1.034)
H (-5.355, 3.663, -1.855)
Cl (5.493, -4.327, -0.158)
C (5.178, 2.255, -4.552)
H (-2.602, -9.134, 5.073)
P (1.442, 3.390, 4.550)
H (-3.434, -9.778, 0.818)
H (-1.630, -5.436, 5.089)
C (2.498, 5.581, 5.720)
O (-0.047, 3.963, 4.905)
C (-1.296, 8.759, 1.349)
H (-0.615, 5.242, -0.607)
O (3.785, 3.059, -1.666)
P (0.647, -1.223, 0.603)
O (2.132, -2.160, -5.453)
H (5.937, -2.782, -5.103)
O (-2.415, -6.561, 3.626)
C (-3.349, -2.059, 5.046)
H (-0.539, -3.573, -0.463)
Cl (-2.986, -1.636, 3.307)
C (-2.263, 0.358, -1.917)
O (-3.080, -8.738, 2.561)
O (-3.349, 3.246, -1.645)
H (1.653, -0.010, 4.113)
C (-1.453, -5.717, 4.050)
H (5.598, -2.302, -6.775)
H (2.277, 1.679, -3.225)
O (-2.493, 1.221, -2.986)
P (-2.323, 2.825, -2.881)
H (-7.371, 0.245, -3.350)
H (1.296, 0.916, -7.618)
C (-4.478, -3.411, -1.322)
C (1.801, 0.759, -3.566)
O (-5.476, -0.745, -2.742)
O (-1.180, 7.331, 1.069)
H (2.710, 0.213, -8.392)
H (-1.323, 3.841, -5.322)
H (-1.841, 4.149, -0.103)
H (-7.266, -1.377, -2.985)
O (0.652, -2.594, 1.392)
H (6.537, 1.605, -1.164)
C (-6.825, -0.426, -2.686)
H (1.156, 0.421, -2.755)
Cl (2.134, -3.175, 5.700)
C (3.888, -3.584, -0.574)
Cl (2.577, -4.729, -0.167)
O (2.833, -0.182, -3.876)
H (-3.790, -2.580, -1.167)
H (-0.530, 7.445, 5.337)
O (0.349, -1.686, -0.912)

Löwdin atomic charge list, values in e, 8 entries:
1 P 0.414
2 Cl 0.294
3 O -0.250
4 H 0.079
5 P 0.487
6 C -0.127
7 H 0.077
8 H 0.092

***

[4]
DFT (the ωB97M-V functional and the def2-TZVPD basis) results for a molecular structure, C2HFN2O2.

Summary:
- E: -436.494825 Eh
- Kohn-Sham gap: 9.902 eV
- ΔE to the lowest compared entry with this formula, charge and spin: 115.5 kcal/mol

CARTESIAN COORDINATES (ANGSTROEM)
N (-0.084, 2.695, -0.427)
O (-2.593, -0.352, 0.967)
N (-1.901, -0.206, 0.023)
F (-0.247, 0.365, 1.829)
C (-0.124, 0.318, 0.500)
O (-2.046, 0.037, -1.131)
C (-0.131, 1.587, -0.105)
H (0.534, -0.374, 0.197)

Population analysis type Löwdin, resulting atomic charges in e:
1 N 0.214
2 O 0.133
3 N -0.311
4 F 0.074
5 C -0.142
6 O 0.091
7 C -0.164
8 H 0.105

***

[5]
DFT (the ωB97M-V functional and the def2-TZVPD basis) results for a molecular structure, C4H8N4.

Summary:
- E: -375.965061 Eh
- Kohn-Sham gap: 9.171 eV
- ΔE to the lowest compared entry with this formula, charge and spin: 177.8 kcal/mol

CARTESIAN COORDINATES (ANGSTROEM)
C (-2.413, -0.245, -0.115)
N (-0.506, 1.443, 0.103)
N (1.054, -0.200, -0.178)
H (0.334, -1.959, -0.940)
N (2.497, 0.009, -0.070)
H (0.377, -1.983, 1.099)
C (0.685, 1.090, 0.097)
C (-1.053, -0.699, 0.344)
H (-2.832, 0.321, 0.728)
H (1.413, 1.841, 0.521)
H (2.885, -0.592, -0.805)
C (0.265, -1.359, 0.007)
H (-2.818, -0.624, -0.917)
N (-1.046, 0.396, -0.408)
H (2.654, -0.683, 0.827)
H (-0.904, -0.585, 1.357)

Löwdin atomic charge list, values in e, 8 entries:
1 C 0.093
2 N 0.068
3 N -0.191
4 H 0.125
5 N 0.044
6 H 0.168
7 C -0.250
8 C -0.358

***

no.,F_max (eV Å⁻¹)
1,8.19
2,4.82
3,4.86
4,5.29
5,8.14